Record 1
A structure of composition C16H18Cl2CrN2O2S3Si, computed with wB97M-V/def2-TZVPD.

Structure (XYZ):
```
45
C16H18Cl2CrN2O2S3Si (wB97M-V/def2-TZVPD)
H -2.42 -0.86 4.79
H 2.35 -2.66 -0.36
C 0.36 1.83 -3.55
C 1.90 -0.56 3.59
H -3.55 -2.09 4.22
C -2.51 -1.76 4.18
H -2.65 2.65 -4.80
S 1.42 -0.69 -4.00
H 2.47 -0.53 4.51
C 0.55 -0.93 3.58
H -4.10 -0.35 1.68
H -2.94 0.83 2.28
H -2.74 0.15 0.67
H -3.28 -3.38 1.50
C 3.11 -2.72 -1.13
H -0.20 4.83 -2.04
C -3.05 -0.08 1.69
C 0.55 2.95 -2.75
H 3.53 0.05 2.33
H -1.90 -2.55 4.65
Si -2.02 -1.46 2.40
N 2.48 1.31 -2.60
C 2.49 -0.24 2.40
C 1.47 0.85 -3.40
O 2.06 2.53 -0.55
H -1.62 -3.85 1.86
C -1.74 2.72 -4.22
C -0.19 -0.97 2.41
C -0.80 1.71 -4.30
Cl 4.18 -1.28 -0.93
Cl 4.02 -4.21 -0.93
H 0.07 -1.18 4.52
H -1.98 -2.93 0.39
S -0.16 -0.65 -0.39
N 1.81 -0.29 1.24
H -2.28 4.61 -3.37
O 3.00 3.86 -2.39
Cr 2.03 0.26 -0.75
S 2.14 2.79 -1.99
C -0.37 3.97 -2.66
C 0.50 -0.64 1.23
C -2.24 -3.05 1.44
H 2.70 -2.66 -2.13
C -1.53 3.84 -3.42
H -0.95 0.83 -4.91
```

The spin multiplicity is 5. The calculation puts the energy at -4329.4844 hartree. As for the largest force on an atom: 0.84 eV/A. The HOMO-LUMO gap (alpha / beta) is 0.27798 / 0.28735 hartree. The HOMO energy (alpha / beta) comes out at -0.2977 / -0.3080 hartree. The value obtained for the energy above the lowest of the compared OMol25 structures with the same formula, charge and spin is 2.9 kcal/mol. The calculation puts the LUMO energy (alpha / beta) at -0.54 / -0.56 eV.

natural (NBO) atomic charge list, values in e, 8 entries: number 1, H, carries 0.237; number 2, H, carries 0.230; number 3, C, carries -0.146; number 4, C, carries -0.290; number 5, H, carries 0.244; number 6, C, carries -1.119; number 7, H, carries 0.223; number 8, S, carries -0.094

Record 2
The molecule C2H8BNO3 at a distorted geometry, computed with wB97M-V/def2-TZVPD.

Structure (XYZ):
```
15
C2H8BNO3 (wB97M-V/def2-TZVPD)
O 3.35 -0.73 -0.56
O 2.38 0.98 0.84
H -0.87 -1.53 1.56
C -1.00 0.74 -0.99
H 3.25 1.43 1.09
N -0.33 -0.02 0.14
H -0.28 1.22 -1.52
H -1.27 -1.87 -0.17
C -1.22 -1.07 0.61
B 2.38 0.04 -0.10
H 3.50 -0.73 -1.45
H -2.22 -0.58 0.83
H -1.56 0.09 -1.51
O 0.76 -0.69 -0.47
H -1.73 1.56 -0.55
```

The SMILES is CN(C)OB(O)O. The calculation puts the energy at -386.3215 hartree. As for the largest force on an atom: 5.72 eV/A. The HOMO-LUMO gap is 0.29545 hartree. The HOMO energy comes out at -0.2904 hartree. The value obtained for the energy above the lowest of the compared OMol25 structures with the same formula, charge and spin is 77.3 kcal/mol. The calculation puts the LUMO energy at 0.14 eV.

natural (NBO) atomic charge list, values in e, 8 entries: number 1, O, carries -0.916; number 2, O, carries -0.902; number 3, H, carries 0.202; number 4, C, carries -0.411; number 5, H, carries 0.519; number 6, N, carries -0.168; number 7, H, carries 0.194; number 8, H, carries 0.179

> What is the energy in the second record?

-386.3215 hartree

> The highest energy belongs to which entry?

C2H8BNO3

> Among the records above, which one has the highest energy?

C2H8BNO3

> What is the energy in the second record?

-386.3215 hartree